# 1
Molecular formula: C34H27N2O2Ru
Method: DFT, wB97M-V/def2-TZVPD

Output
* <S²>: 6.034
* multiplicity: 5
* lowest unoccupied orbital energy (alpha / beta): -3.11 / -7.31 eV
* orbital gap (alpha / beta): 7.56 / 3.36 eV
* net charge: +1
* HOMO level (alpha / beta): -10.668 / -10.664 eV

Cartesian coordinates (Å):
Ru1 1.041 0.400 -0.749
O1 2.421 -0.086 0.442
C1 2.380 -0.605 1.702
C2 1.668 0.448 2.619
C3 0.242 0.731 2.230
C4 -0.819 0.393 3.063
C5 -2.111 0.691 2.662
C6 -2.324 1.371 1.475
C7 -1.225 1.726 0.700
C8 -1.354 2.581 -0.529
C9 -1.297 1.805 -1.891
O2 -0.054 1.257 -2.024
C10 -1.620 2.731 -3.081
C11 -1.671 2.153 -4.351
C12 -2.001 2.909 -5.459
C13 -2.285 4.257 -5.321
C14 -2.188 4.848 -4.070
C15 -1.864 4.093 -2.956
C16 -2.371 0.712 -1.948
C17 -3.666 0.948 -1.493
C18 -4.597 -0.075 -1.488
C19 -4.262 -1.326 -1.982
C20 -2.996 -1.544 -2.503
C21 -2.057 -0.531 -2.494
N1 0.017 1.383 1.079
C22 1.716 -1.989 1.642
C23 0.938 -2.531 2.658
C24 0.306 -3.746 2.465
C25 0.477 -4.455 1.287
C26 1.291 -3.941 0.290
C27 1.918 -2.726 0.471
C28 3.769 -0.982 2.235
C29 3.968 -1.374 3.559
C30 5.219 -1.775 3.988
C31 6.281 -1.828 3.097
C32 6.092 -1.438 1.780
C33 4.844 -1.030 1.349
H1 2.248 1.369 2.500
H2 1.713 0.149 3.664
H3 -0.642 -0.091 4.010
H4 -2.947 0.407 3.279
H5 -3.326 1.623 1.162
H6 -0.508 3.277 -0.557
H7 -2.286 3.137 -0.474
H8 -1.458 1.103 -4.465
H9 -2.052 2.440 -6.429
H10 -2.588 4.844 -6.174
H11 -2.366 5.907 -3.956
H12 -1.794 4.595 -2.004
H13 -3.950 1.927 -1.137
H14 -5.589 0.107 -1.105
H15 -4.991 -2.120 -1.973
H16 -2.726 -2.507 -2.905
H17 -1.068 -0.717 -2.901
H18 0.798 -2.010 3.589
H19 -0.322 -4.148 3.243
H20 -0.004 -5.411 1.155
H21 1.431 -4.484 -0.631
H22 2.560 -2.332 -0.308
H23 3.152 -1.372 4.264
H24 5.366 -2.064 5.017
H25 7.246 -2.181 3.425
H26 6.919 -1.462 1.087
H27 4.698 -0.724 0.323
N2 -1.095 -1.665 0.161
C34 -0.247 -1.052 -0.314

=====

# 2
Molecular formula: C36H101N7O11
Method: DFT, wB97M-V/def2-TZVPD

Output
* SMILES: COC[C@H](C)N.COC[C@H](C)N.COC[C@H](C)N.COC[C@H](C)N.COC[C@H](C)N.COC[C@H](C)N.COC[C@H](C)N.CCO.CCO.CCO.CCO
* lowest unoccupied orbital energy: 0.52 eV
* orbital gap: 8.94 eV
* net charge: 0
* HOMO level: -8.417 eV

Cartesian coordinates (Å):
C1 9.630 11.835 -8.114
O1 10.441 12.768 -7.421
C2 10.449 14.020 -8.060
C3 11.209 15.029 -7.197
C4 10.432 15.504 -5.944
N1 11.586 16.184 -7.996
H1 9.493 10.917 -7.554
H2 10.063 11.601 -9.096
H3 8.687 12.340 -8.350
H4 10.927 13.846 -9.032
H5 9.468 14.476 -8.247
H6 12.039 14.540 -6.667
H7 10.183 14.632 -5.336
H8 9.422 15.774 -6.294
H9 10.791 16.397 -5.445
H10 12.310 16.742 -7.568
H11 11.880 15.912 -8.924
C5 7.639 3.653 -7.108
O2 8.930 3.864 -6.589
C6 8.932 3.951 -5.179
C7 10.371 4.029 -4.688
C8 10.543 4.047 -3.140
N2 11.100 5.213 -5.152
H12 7.248 2.662 -6.866
H13 7.711 3.912 -8.166
H14 6.911 4.397 -6.745
H15 8.334 4.832 -4.903
H16 8.419 3.088 -4.732
H17 10.926 3.150 -5.023
H18 9.709 4.606 -2.695
H19 11.444 4.580 -2.868
H20 10.446 3.029 -2.764
H21 10.625 6.042 -4.786
H22 10.910 5.347 -6.150
C9 11.812 10.270 1.439
O3 11.741 9.446 0.306
C10 11.868 8.074 0.582
C11 12.389 7.408 -0.669
C12 11.414 7.538 -1.843
N3 12.680 5.964 -0.402
H23 10.999 10.095 2.155
H24 11.781 11.325 1.174
H25 12.738 10.104 2.002
H26 12.415 7.859 1.508
H27 10.907 7.574 0.791
H28 13.350 7.788 -1.027
H29 11.443 8.605 -2.083
H30 10.407 7.165 -1.654
H31 11.820 7.020 -2.715
H32 12.338 5.707 0.523
H33 12.071 5.430 -1.011
C13 9.256 8.086 -5.045
O4 7.853 8.145 -4.921
C14 7.117 7.727 -6.048
C15 7.082 6.214 -6.286
C16 6.784 5.863 -7.745
N4 6.133 5.514 -5.437
H34 9.625 7.132 -5.440
H35 9.676 8.234 -4.054
H36 9.702 8.828 -5.717
H37 6.068 8.024 -5.932
H38 7.380 8.314 -6.939
H39 8.104 5.855 -6.109
H40 7.538 6.347 -8.365
H41 5.768 6.200 -7.973
H42 6.799 4.794 -7.947
H43 6.214 5.808 -4.473
H44 5.174 5.588 -5.752
C17 -0.050 4.603 -9.021
O5 1.337 4.845 -8.999
C18 2.153 3.860 -8.396
C19 3.475 4.397 -7.870
C20 4.526 3.344 -7.626
N5 3.281 5.187 -6.623
H45 -0.441 5.024 -8.085
H46 -0.362 3.554 -9.018
H47 -0.475 5.121 -9.876
H48 1.582 3.419 -7.565
H49 2.300 3.054 -9.125
H50 3.889 5.075 -8.626
H51 4.147 2.469 -7.092
H52 5.450 3.678 -7.154
H53 4.954 2.981 -8.574
H54 3.217 6.153 -6.926
H55 2.399 4.882 -6.227
C21 8.048 7.493 0.402
O6 7.555 8.514 -0.429
C22 8.426 9.592 -0.736
C23 7.785 10.195 -1.992
C24 8.822 10.859 -2.901
N6 6.823 11.250 -1.650
H56 8.782 6.866 -0.116
H57 7.274 6.807 0.744
H58 8.508 7.960 1.278
H59 8.469 10.339 0.070
H60 9.445 9.203 -0.822
H61 7.402 9.367 -2.593
H62 9.192 11.833 -2.586
H63 8.295 10.997 -3.849
H64 9.674 10.192 -3.042
H65 6.218 11.432 -2.444
H66 6.213 10.893 -0.916
C25 5.543 7.091 -2.687
O7 4.727 6.585 -1.651
C26 4.359 5.256 -1.903
C27 3.565 4.691 -0.740
C28 3.311 3.194 -0.904
N7 2.330 5.465 -0.461
H67 5.926 8.087 -2.495
H68 4.960 7.096 -3.614
H69 6.430 6.461 -2.817
H70 3.713 5.179 -2.790
H71 5.202 4.583 -2.102
H72 4.207 4.857 0.137
H73 2.915 2.959 -1.892
H74 2.643 2.886 -0.103
H75 4.285 2.706 -0.861
H76 1.823 4.951 0.252
H77 2.619 6.333 -0.022
C29 8.367 7.258 -10.988
C30 8.737 8.686 -11.330
O8 8.009 9.592 -10.510
H78 8.541 6.615 -11.858
H79 7.311 7.131 -10.759
H80 8.994 6.846 -10.191
H81 8.343 8.745 -12.358
H82 9.806 8.881 -11.371
H83 7.081 9.488 -10.784
C31 3.882 7.993 -10.876
C32 4.067 9.414 -11.350
O9 5.450 9.725 -11.535
H84 4.551 7.796 -10.031
H85 4.098 7.193 -11.587
H86 2.877 7.797 -10.499
H87 3.620 10.089 -10.612
H88 3.534 9.585 -12.293
H89 5.468 10.687 -11.470
C33 5.036 3.814 -10.241
C34 5.594 3.359 -11.600
O10 6.771 4.112 -11.819
H90 5.186 4.884 -10.127
H91 5.478 3.268 -9.398
H92 4.002 3.522 -10.022
H93 4.733 3.554 -12.246
H94 5.766 2.282 -11.604
H95 7.500 3.508 -11.978
C35 4.442 10.113 -4.365
C36 3.618 9.737 -5.586
O11 3.638 8.359 -5.894
H96 4.356 11.187 -4.191
H97 5.502 9.861 -4.462
H98 4.089 9.600 -3.466
H99 4.036 10.258 -6.448
H100 2.604 10.104 -5.395
H101 3.504 7.848 -5.087

=====

Computed electronic energy, in the same sequence as the records: -1666.36117, -2642.71766 Ha.
Computed energy relative to the best compared isomer or geometry (same formula, charge and spin), in the same sequence as the records: 4.9, 166.0 kcal/mol.